i.
Entry from OMol25: the molecule C4H10O2 (ωB97M-V/def2-TZVPD).

Geometry (Å):
C  -2.165  -0.506  -0.125
C  -0.969  0.133  0.585
C  0.387  -0.391  0.089
O  0.308  -0.740  -1.278
C  1.442  0.694  0.251
O  2.639  0.242  -0.362
H  -3.009  0.188  -0.169
H  -1.882  -0.757  -1.148
H  -2.502  -1.422  0.369
H  -1.001  1.220  0.433
H  -1.025  -0.024  1.670
H  0.682  -1.278  0.674
H  1.227  -0.882  -1.544
H  1.596  0.916  1.317
H  1.067  1.599  -0.249
H  3.204  1.009  -0.515

Calculated values
gap between HOMO and LUMO	10.923	eV
E_LUMO	0.785	eV
charge	0
SMILES	CC[C@@H](O)CO
highest occupied orbital energy	-10.1	eV

ii.
Entry from OMol25: the molecule C4H10O2 (ωB97M-V/def2-TZVPD).

Geometry (Å):
C  0.043  -1.439  0.598
C  0.690  -0.381  -0.316
C  -0.045  0.830  -0.802
C  -0.565  1.445  0.560
H  0.243  -2.501  0.482
H  0.212  -1.091  1.577
H  -1.064  -1.338  0.580
H  0.600  -0.866  -1.258
H  2.219  -0.914  0.560
H  0.688  1.402  -1.329
H  -0.146  1.120  1.534
H  -0.812  2.540  0.506
H  -1.647  1.068  0.561
H  -1.275  -0.299  -1.572
O  2.093  -0.191  -0.132
O  -1.235  0.615  -1.551

Calculated values
gap between HOMO and LUMO	10.526	eV
E_LUMO	0.761	eV
charge	0
SMILES	C[C@H](O)[C@H](C)O
highest occupied orbital energy	-9.8	eV

iii.
Entry from OMol25: the molecule C4H10O2 (ωB97M-V/def2-TZVPD).

Geometry (Å):
C  -1.756  0.306  1.862
C  -0.730  1.011  0.902
C  0.749  -0.470  -0.021
C  1.523  -0.550  -2.283
H  -1.476  0.476  2.987
H  -2.715  0.754  1.693
H  -1.908  -0.866  1.732
H  -0.647  2.159  1.098
H  -1.010  0.952  -0.191
H  -0.198  -0.973  -0.246
H  1.533  -1.222  0.339
H  2.167  -1.477  -1.948
H  2.070  0.137  -3.015
H  0.536  -0.896  -2.803
O  0.554  0.407  1.023
O  1.308  0.253  -1.127

Calculated values
gap between HOMO and LUMO	11.033	eV
E_LUMO	1.046	eV
charge	0
SMILES	CCOCOC
highest occupied orbital energy	-10.0	eV

Which structure is most stable? i, by 141.4 kJ/mol over the runner-up.